# 1
This record from the Open Molecules 2025 dataset describes a structure of composition C21H21ClNO5S5Ti. The level of theory is ωB97M-V/def2-TZVPD.

Each line ends with the Mulliken charge.
Geometry (Å):
Ti  0.2109  -0.1271  -0.9837  0.624
S  2.5125  0.8505  -0.8552  -0.615
C  2.9880  1.2446  0.7981  0.640
C  4.1052  0.5429  1.2814  -0.628
C  4.6421  0.7463  2.5376  -0.686
C  4.0779  1.6998  3.3768  -0.548
C  2.9944  2.4266  2.9199  -0.891
C  2.4307  2.2111  1.6561  0.463
S  0.9618  3.1955  1.4538  -0.088
C  0.5741  3.3564  -0.3122  -0.911
C  -0.8521  2.9557  -0.5779  0.594
C  -1.8600  3.8323  -0.1899  -0.668
C  -3.1885  3.5056  -0.4503  -0.574
C  -3.4529  2.3929  -1.2060  -1.296
C  -2.3826  1.5965  -1.6784  1.139
C  -2.6252  0.6330  -2.6649  -1.303
S  -1.9375  -1.4298  -0.9436  -0.236
C  -1.4156  -3.1119  -1.0714  0.574
C  -2.3597  -4.0977  -1.3647  -0.723
C  -2.0072  -5.4358  -1.4406  -0.535
C  -0.6856  -5.8090  -1.2201  -0.536
C  0.2612  -4.8392  -0.9299  -0.842
C  -0.0783  -3.4866  -0.8523  0.352
S  1.1846  -2.3126  -0.4688  -0.504
N  -1.1031  1.8081  -1.2207  0.775
H  4.5350  -0.2006  0.6226  0.390
H  5.4969  0.1636  2.8583  0.355
H  4.4840  1.8895  4.3624  0.386
H  2.5648  3.1997  3.5487  0.400
H  1.2653  2.7570  -0.8985  0.032
H  0.6881  4.4060  -0.5834  0.624
H  -1.5929  4.7440  0.3279  0.440
H  -3.9922  4.1428  -0.1028  0.408
H  -4.4593  2.1341  -1.5059  0.405
H  -1.8359  0.1839  -3.2368  0.291
H  -3.6459  0.4264  -2.9509  0.250
H  -3.3852  -3.7926  -1.5359  0.397
H  -2.7582  -6.1813  -1.6733  0.340
H  -0.3904  -6.8498  -1.2797  0.339
H  1.2946  -5.1191  -0.7635  0.414
C  -0.1671  0.3047  3.5824  -0.943
S  0.3073  -0.7071  2.1806  0.547
C  -0.9546  -1.9675  2.3566  -0.838
O  -0.1274  0.1864  1.0294  0.059
H  -0.0400  -0.2800  4.4936  0.442
H  -1.1993  0.6287  3.4587  0.294
H  0.4972  1.1654  3.5916  0.174
H  -0.7852  -2.4556  3.3172  0.511
H  -0.8228  -2.6703  1.5358  0.109
H  -1.9390  -1.5067  2.3037  0.232
O  0.6887  1.9870  -3.6909  -0.623
Cl  0.8090  0.6496  -4.1686  1.725
O  2.1159  0.3560  -4.6333  -0.636
O  -0.1856  0.3463  -5.1427  -0.645
O  0.5394  -0.2884  -2.9963  -0.460

* multiplicity: 3
* highest occupied orbital energy (spin up / spin down): -4.145 / -4.386 eV
* total charge: -1
* LUMO energy (spin up / spin down): 2.223 / 1.487 eV


# 2
This record from the Open Molecules 2025 dataset describes an isolated molecule of C2H5OPS3. The level of theory is ωB97M-V/def2-TZVPD.

Each line ends with the Mulliken charge.
Geometry (Å):
C  0.4349  -0.5949  0.0017  -0.343
C  1.5507  0.4330  -0.1524  -0.249
O  -0.4760  -0.3611  -1.0453  -0.241
P  -1.9003  0.3993  -0.7502  0.369
S  -1.1848  2.2860  -0.3245  -0.195
S  2.9973  0.3063  0.8561  -0.095
S  -2.3814  -0.6193  1.0983  -0.318
H  0.9908  -1.5708  -0.1583  0.244
H  -0.0538  -0.5584  0.9187  0.359
H  2.1336  0.4685  -1.1293  0.272
H  0.9628  1.4351  0.1473  0.011
H  -3.0737  -1.6238  0.5379  0.188

* highest occupied orbital energy (spin up / spin down): -9.050 / -8.898 eV
* LUMO energy (spin up / spin down): -2.975 / -1.949 eV


# 3
This record from the Open Molecules 2025 dataset describes a structure of composition C29H28N3OPSeTi. The level of theory is ωB97M-V/def2-TZVPD.

Each line ends with the Mulliken charge.
Geometry (Å):
Ti  -0.2041  0.2777  -0.1000  -0.497
O  -2.0464  0.1672  -1.3000  -0.631
C  -1.0765  -0.3750  -1.8089  1.121
C  -0.7410  -1.0875  -3.0131  -0.054
C  -1.6040  -1.6299  -3.9681  -0.637
C  -1.0395  -2.2896  -5.0430  -0.742
C  0.3475  -2.3873  -5.1694  -0.653
C  1.2073  -1.8265  -4.2329  -0.896
C  0.6541  -1.1774  -3.1416  0.560
P  1.5218  -0.2642  -1.8255  1.246
C  1.5784  1.4663  -2.3662  0.605
C  2.4574  2.3380  -1.7134  -0.540
C  2.4012  3.6969  -1.9737  -0.856
C  1.4686  4.1981  -2.8773  -0.503
C  0.6061  3.3370  -3.5407  -0.908
C  0.6584  1.9728  -3.2885  -0.055
C  3.1890  -0.8984  -1.6763  0.811
C  4.1859  -0.4894  -2.5634  -0.450
C  5.4497  -1.0490  -2.4743  -0.742
C  5.7194  -2.0083  -1.5065  -0.558
C  4.7307  -2.4123  -0.6193  -0.793
C  3.4644  -1.8572  -0.7011  -0.364
H  -2.6765  -1.5502  -3.8537  0.594
H  -1.6755  -2.7383  -5.7932  0.451
H  0.7626  -2.9105  -6.0205  0.468
H  2.2799  -1.9054  -4.3529  0.561
H  3.1808  1.9527  -1.0063  0.506
H  3.0907  4.3671  -1.4785  0.460
H  1.4305  5.2604  -3.0771  0.442
H  -0.0979  3.7230  -4.2653  0.482
H  -0.0038  1.3088  -3.8297  0.462
H  3.9817  0.2671  -3.3125  0.490
H  6.2259  -0.7332  -3.1578  0.452
H  6.7089  -2.4395  -1.4394  0.424
H  4.9501  -3.1523  0.1376  0.451
H  2.6957  -2.1595  0.0016  0.248
Se  1.7314  0.5502  1.3293  0.012
C  0.6489  1.2713  2.7624  0.590
C  0.0364  0.4091  3.6735  -0.471
C  -0.6934  0.9246  4.7334  -0.620
C  -0.8210  2.2997  4.8934  -0.539
C  -0.2013  3.1591  4.0005  -0.431
C  0.5409  2.6488  2.9408  -0.835
H  0.1559  -0.6617  3.5603  0.455
H  -1.1459  0.2546  5.4528  0.436
H  -1.3837  2.7005  5.7254  0.437
H  -0.2697  4.2295  4.1413  0.437
H  1.0729  3.3239  2.2789  0.612
C  -3.1347  0.2437  1.9206  -1.028
C  -2.2969  -0.9797  1.8293  0.378
N  -1.1577  -1.1207  1.1494  0.708
C  -0.6852  -2.4012  1.4037  -0.572
C  -1.5478  -3.0309  2.2313  -0.717
N  -2.5486  -2.1148  2.4887  -0.007
H  -3.0655  0.8193  0.9981  0.134
H  -2.8042  0.8621  2.7582  0.168
H  -4.1820  -0.0144  2.0692  0.485
H  0.2367  -2.7660  0.9834  0.340
H  -1.5424  -4.0196  2.6521  0.427
H  -3.3497  -2.2711  3.0815  0.217
N  -0.6593  2.3906  -0.0781  -0.382
H  -0.7132  2.7288  0.8852  0.278
H  -1.5151  2.6632  -0.5573  0.346
H  0.1074  2.9067  -0.5191  0.190

* highest occupied orbital energy: -13.969 eV
* total charge: +2
* LUMO energy: -6.964 eV